The following is a DFT calculation (wB97M-V/def2-TZVPD) of a structure of composition C2H6FN2O3PS2.

Structure (XYZ):
```
17
C2H6FN2O3PS2 | the OMol25 dataset | wB97M-V/def2-TZVPD
S 1.5325 -1.4399 1.0403
S -2.0197 -1.6180 -0.7831
P -2.2375 0.0529 0.1773
F 1.5883 1.8812 -0.0675
O -1.9248 -0.0405 1.7253
O -0.4816 1.2012 -0.5583
O -3.0862 1.1899 -0.1332
N 0.6524 0.1109 1.0955
N 1.2497 -1.5797 -0.6142
C 0.7851 0.7612 -0.1504
C 1.4079 -0.2577 -1.1549
H -0.6897 2.0863 -0.2120
H 0.9457 -0.1687 -2.1371
H 2.4756 -0.0221 -1.2112
H 0.9199 0.6614 1.9015
H -1.4406 -0.8513 1.8912
H 0.3231 -1.9672 -0.8093
```

Results
E_LUMO: 0.2 eV
E_HOMO: -8.94 eV
E: -44971.7820 eV
Gap between HOMO and LUMO: 0.335 hartree
Relative energy (zero: lowest compared OMol25 entry of this formula, charge and spin): 0.0 kJ/mol
Net charge: 0

***

The following is a DFT calculation (wB97M-V/def2-TZVPD) of a structure of composition C12H19MoN3OS6.

Structure (XYZ):
```
42
C12H19MoN3OS6 | the OMol25 dataset | wB97M-V/def2-TZVPD
Mo -0.0113 0.4506 1.0672
S 1.9404 2.1099 0.8218
S 2.3168 -1.2154 0.6241
S 0.4408 0.3696 -1.6603
S 0.3111 -0.3019 3.0657
S -1.2465 2.5532 2.0230
S -1.4717 3.0872 5.1058
O -1.7494 0.9496 -0.2445
N -1.3814 -3.0088 1.8752
N -1.5335 -1.0280 0.6447
N -3.4363 -0.5718 -0.6979
C 2.1921 -1.7104 -1.1389
C 1.9467 -0.5844 -2.1179
C -2.2783 -0.1954 -0.1295
C 2.1609 2.5105 -0.9610
C -2.0362 -2.2401 1.0331
C -3.9393 -1.7981 -0.3793
C -3.2954 -2.6257 0.4831
C 3.7573 -0.0733 0.6126
C 3.4903 1.2508 1.2979
C 0.9816 2.1127 -1.8166
C -4.1413 0.3114 -1.6090
C -1.2522 2.7286 3.6364
H 1.2238 2.2750 -2.8714
H 2.7929 0.0948 -2.2095
H 4.3039 1.9572 1.0939
H -0.4953 -2.7507 2.2964
H 0.0850 2.7034 -1.5911
H -1.7855 -3.8903 2.1827
H 2.2707 3.5999 -1.0044
H -4.8815 -2.0771 -0.8371
H -3.5835 0.4230 -2.5404
H 4.1125 0.0408 -0.4112
H -4.2756 1.2968 -1.1615
H 3.4148 1.1314 2.3842
H -5.1159 -0.1106 -1.8442
H 3.1217 -2.2373 -1.3845
H 1.3780 -2.4410 -1.1578
H 4.5462 -0.5854 1.1775
H -3.7315 -3.5781 0.7486
H 1.7520 -1.0067 -3.1101
H 3.1021 2.0741 -1.2956
```

Results
E_LUMO (alpha / beta): -15.4 / -16.5 eV
E_HOMO (alpha / beta): -21.65 / -21.65 eV
E: -86095.0783 eV
Gap between HOMO and LUMO (alpha / beta): 0.229 / 0.190 hartree
Relative energy (zero: lowest compared OMol25 entry of this formula, charge and spin): 0.0 kJ/mol
Net charge: +4